# 1
This record from OMol25 describes a structure of composition C25H30AuClNO4P. The level of theory is ωB97M-V with the def2-TZVPD basis set.

Structure (XYZ):
```
63
C25H30AuClNO4P (ωB97M-V with the def2-TZVPD basis set)
Au 11.11 9.80 9.62
C 7.56 9.08 7.96
C 6.64 8.98 9.18
C 5.95 10.30 9.45
C 7.31 8.62 10.48
C 6.72 8.85 11.75
C 7.23 8.30 12.92
C 8.31 7.45 12.88
C 9.07 7.33 11.75
C 10.25 6.33 11.80
C 10.66 5.79 10.40
C 11.40 6.98 12.61
C 8.70 8.13 10.56
N 9.64 8.42 9.71
H 7.00 9.27 7.04
H 8.15 8.15 7.86
H 8.20 10.02 8.23
H 5.96 8.17 9.00
H 6.74 11.08 9.68
H 5.21 10.31 10.34
H 5.45 10.67 8.58
H 5.87 9.54 11.85
H 6.76 8.56 13.87
H 8.52 6.95 13.79
H 9.94 5.43 12.36
H 11.39 6.38 9.83
H 9.77 5.62 9.75
H 11.09 4.75 10.66
H 11.61 7.98 12.31
H 12.31 6.39 12.48
H 11.16 7.04 13.67
O 7.84 13.46 10.96
Cl 9.18 12.90 10.56
O 9.11 12.29 9.21
O 10.22 13.88 10.62
O 9.50 11.76 11.43
C 12.92 12.73 8.95
P 13.09 10.93 9.21
C 14.36 10.75 10.54
C 15.09 9.53 10.52
C 16.04 9.28 11.51
C 16.23 10.20 12.51
C 15.53 11.41 12.53
C 14.54 11.65 11.56
C 13.86 10.21 7.65
C 13.26 9.25 6.88
C 14.00 8.63 5.87
C 15.30 9.02 5.56
C 15.89 10.03 6.32
C 15.17 10.61 7.37
H 13.77 13.38 9.33
H 11.96 13.02 9.45
H 12.81 12.81 7.87
H 14.97 8.81 9.74
H 16.67 8.44 11.38
H 17.06 10.10 13.21
H 15.66 12.14 13.31
H 13.87 12.51 11.55
H 12.22 9.07 7.09
H 13.56 7.80 5.35
H 15.84 8.58 4.75
H 16.86 10.45 6.06
H 15.58 11.35 8.09
```

The calculation puts the HOMO energy at 0.030 hartree. The calculation puts the maximum force at 0.093 hartree/bohr. Its electronic energy is -61585.712 eV. Its total charge is -2.

natural (NBO) population analysis, charges in e, atoms 1 to 5: number 1, Au, carries 0.5355; number 2, C, carries -0.6126; number 3, C, carries -0.2455; number 4, C, carries -0.6050; number 5, C, carries -0.1278

---

# 2
This record from OMol25 describes a structure of composition C25H30B2BrF4N6O10ReS2. The level of theory is ωB97M-V with the def2-TZVPD basis set.

Structure (XYZ):
```
81
C25H30B2BrF4N6O10ReS2 (ωB97M-V with the def2-TZVPD basis set)
Re -1.34 1.26 0.85
C -4.04 2.38 4.07
C -3.37 1.92 2.82
N -2.08 1.86 2.67
O -1.30 2.32 3.65
B 0.21 2.23 3.38
F 0.84 2.70 4.48
F 0.50 0.90 3.05
O 0.60 3.09 2.20
N 0.12 2.65 1.03
C 0.49 3.27 -0.08
C 1.54 4.33 -0.09
C -0.26 2.90 -1.25
N -1.19 1.98 -1.02
O -2.04 1.70 -2.08
B -3.35 1.23 -1.85
F -2.34 -0.15 -4.33
F -4.18 1.52 -2.87
O -4.03 1.25 -0.61
N -3.38 1.25 0.59
C -4.11 1.60 1.61
C -5.59 1.78 1.52
C -0.07 3.58 -2.56
H -3.29 2.66 4.80
H -4.66 1.58 4.48
H -4.69 3.24 3.87
H 2.02 4.37 0.88
H 1.10 5.31 -0.30
H 2.29 4.12 -0.86
H -5.96 1.30 0.61
H -5.86 2.84 1.48
H -6.08 1.34 2.39
H 0.98 3.59 -2.84
H -0.40 4.62 -2.49
H -0.66 3.09 -3.33
O -1.44 -2.02 -3.18
S -2.79 -1.26 -3.36
O -3.18 -0.59 -2.13
O -3.73 -2.06 -4.02
S -0.15 -1.31 -2.20
C 4.26 -3.88 2.62
C 3.08 -4.83 2.50
N 1.87 -4.16 2.00
C 1.50 -4.41 0.61
C 2.55 -3.89 -0.37
C 1.13 -3.51 2.93
O 1.41 -3.52 4.12
C -0.15 -2.79 2.56
C -1.33 -3.24 3.13
C -2.49 -2.49 3.00
C -2.42 -1.29 2.33
N -1.29 -0.83 1.78
C -0.17 -1.57 1.89
H 5.13 -4.42 3.01
H 4.02 -3.08 3.32
H 4.53 -3.44 1.66
H 2.85 -5.23 3.48
H 3.30 -5.65 1.82
H 0.54 -3.95 0.41
H 1.40 -5.49 0.47
H 2.77 -2.84 -0.19
H 2.18 -4.01 -1.39
H 3.48 -4.45 -0.28
H -1.34 -4.17 3.69
H -3.42 -2.82 3.42
H -3.30 -0.67 2.23
H 0.74 -1.14 1.51
Br 4.41 0.95 -1.58
C 3.82 1.10 -3.37
C 4.73 1.64 -4.27
C 4.41 1.75 -5.62
C 3.18 1.32 -6.09
C 2.26 0.79 -5.20
C 2.56 0.67 -3.83
C 1.56 0.02 -3.01
O 0.51 -0.56 -3.58
O 1.55 -0.18 -1.78
H 5.69 1.97 -3.90
H 5.14 2.16 -6.30
H 2.93 1.39 -7.14
H 1.30 0.44 -5.55
```

The spin multiplicity is 4. The calculation puts the HOMO energy (alpha / beta) at -0.382 / -0.403 hartree. The calculation puts the maximum force at 0.021 hartree/bohr. Its electronic energy is -161890.190 eV. The expectation value of S² is 3.777. Its total charge is +1. The relative energy (zero: lowest compared OMol25 entry of this formula, charge and spin) is 75.8 kcal/mol.

Löwdin population analysis, charges in e, atoms 1 to 5: number 1, Re, carries 1.5974; number 2, C, carries 0.0208; number 3, C, carries -0.2436; number 4, N, carries -0.1026; number 5, O, carries 0.0836

---

# 3
This record from OMol25 describes a structure of composition C25H30CaO10P3SSi. The level of theory is ωB97M-V with the def2-TZVPD basis set.

Structure (XYZ):
```
71
C25H30CaO10P3SSi (ωB97M-V with the def2-TZVPD basis set)
Ca 0.29 -0.08 -0.10
O 1.53 -1.19 1.45
S 1.59 -2.29 0.51
O 2.91 -2.60 0.03
O 0.58 -2.16 -0.56
C 0.97 -3.71 1.40
C 1.78 -4.77 1.75
C 1.23 -5.86 2.40
C -0.13 -5.89 2.66
C -0.94 -4.81 2.31
C -0.40 -3.70 1.68
P -1.39 -2.21 1.20
C -2.42 -2.93 -0.14
C -2.09 -4.10 -0.81
C -2.83 -4.52 -1.90
C -3.92 -3.78 -2.34
C -4.26 -2.61 -1.68
C -3.50 -2.18 -0.60
C -2.54 -2.29 2.66
C -3.93 -2.41 2.62
C -4.68 -2.34 3.79
C -4.06 -2.14 5.01
C -2.67 -2.01 5.06
C -1.93 -2.09 3.90
H 2.84 -4.71 1.51
H 1.85 -6.70 2.68
H -0.57 -6.75 3.15
H -2.00 -4.85 2.52
H -1.23 -4.68 -0.50
H -2.56 -5.43 -2.43
H -4.49 -4.11 -3.20
H -5.09 -2.01 -2.03
H -3.74 -1.24 -0.12
H -4.43 -2.58 1.68
H -5.76 -2.44 3.74
H -4.65 -2.07 5.92
H -2.18 -1.85 6.01
H -0.85 -1.98 3.94
C -2.05 3.61 2.48
C -1.32 2.73 1.48
O -0.77 3.51 0.43
P -2.44 1.52 0.66
O -3.40 0.81 1.71
O -3.55 2.37 -0.12
O -1.72 0.62 -0.28
P -0.07 1.56 2.20
O 0.55 2.26 3.53
O -0.88 0.37 2.58
O 1.01 1.52 1.16
H -2.93 4.08 2.02
H -1.38 4.39 2.83
H -2.38 3.01 3.34
H 0.08 3.10 0.20
H -2.81 0.33 2.34
H -3.20 2.61 -0.99
H 1.52 2.15 3.44
C 1.18 2.60 -5.84
Si 1.80 0.98 -5.06
C 1.03 -0.44 -6.06
C 3.67 0.90 -5.36
C 1.35 0.87 -3.30
C 1.01 0.74 -2.13
H 1.48 2.68 -6.89
H 1.59 3.46 -5.31
H 0.09 2.66 -5.79
H 1.32 -0.40 -7.11
H -0.06 -0.42 -6.00
H 1.36 -1.40 -5.66
H 3.91 0.96 -6.43
H 4.07 -0.04 -4.98
H 4.18 1.72 -4.85
```

The calculation puts the HOMO energy at -0.208 hartree. The calculation puts the maximum force at 0.057 hartree/bohr. Its electronic energy is -111915.971 eV. Its total charge is -1. The relative energy (zero: lowest compared OMol25 entry of this formula, charge and spin) is 36.3 kcal/mol.

Löwdin population analysis, charges in e, atoms 1 to 5: number 1, Ca, carries 1.1679; number 2, O, carries -0.4138; number 3, S, carries 0.4165; number 4, O, carries -0.2855; number 5, O, carries -0.5021